# 1
Density functional theory data (wB97M-V/def2-TZVPD) for a cluster of 11 separate species, C34H58N11O11 in total at a distorted geometry.

Last column: Mulliken charge in e.
Positions of all 114 atoms, in Å:
C (0.207, 2.568, -2.105)  -1.84
C (0.776, 1.914, -0.797)  1.07
C (-0.234, 1.929, 0.413)  -0.78
C (0.336, 1.083, 1.609)  -2.00
C (0.324, -0.409, 1.238)  -0.27
C (1.151, -0.710, -0.110)  0.99
N (1.013, 0.425, -1.161)  1.29
O (1.575, 0.186, -2.271)  -0.40
C (0.750, -2.047, -0.831)  -1.45
C (2.714, -1.043, 0.311)  -1.03
C (2.128, 2.745, -0.455)  -2.25
H (0.758, 2.629, -3.013)  0.41
H (-0.217, 3.563, -1.777)  0.31
H (-0.632, 1.981, -2.171)  0.63
H (-1.065, 1.547, 0.002)  0.67
H (-0.403, 2.962, 0.691)  0.32
H (-0.267, 1.199, 2.470)  0.32
H (1.157, 1.531, 1.876)  1.15
H (-0.837, -0.704, 1.031)  -0.11
H (0.705, -1.092, 1.967)  0.52
H (0.980, -3.003, -0.477)  0.73
H (1.316, -2.206, -1.877)  0.11
H (-0.113, -1.806, -1.287)  0.13
H (3.398, -1.199, -0.762)  0.07
H (2.846, -1.911, 0.970)  0.27
H (3.190, -0.129, 0.819)  0.34
H (2.000, 3.649, -0.077)  0.49
H (2.577, 3.016, -1.240)  0.81
H (2.734, 2.098, 0.098)  0.48
N (-1.604, 3.983, 5.654)  -0.05
C (-2.046, 5.162, 5.046)  -0.48
C (-1.181, 5.397, 3.827)  -0.63
C (-0.357, 4.236, 3.636)  -0.10
C (-0.630, 3.366, 5.025)  -0.56
H (-1.998, 3.389, 6.419)  0.30
H (-2.832, 5.774, 5.672)  0.35
H (-1.444, 6.268, 3.122)  0.32
H (0.512, 3.906, 3.015)  0.53
H (-0.048, 2.349, 5.414)  0.26
N (2.286, 3.420, -8.222)  -0.07
C (3.487, 2.691, -8.079)  -0.72
C (3.297, 1.820, -6.795)  -0.32
C (1.958, 2.087, -6.336)  -0.27
C (1.411, 3.191, -7.195)  -0.43
H (2.240, 4.272, -8.901)  0.29
H (4.200, 2.777, -8.671)  0.57
H (3.912, 0.960, -6.548)  0.33
H (1.462, 1.686, -5.415)  0.33
H (0.410, 3.807, -7.213)  0.28
N (1.199, -5.778, -2.161)  0.02
C (2.019, -5.213, -3.080)  -0.75
C (3.133, -4.420, -2.325)  -0.60
C (2.975, -4.756, -0.937)  -0.33
C (1.737, -5.624, -0.925)  -0.73
H (0.350, -6.447, -2.266)  0.34
H (2.003, -5.403, -4.177)  0.39
H (3.965, -3.838, -2.783)  0.41
H (3.421, -4.605, 0.019)  0.59
H (1.235, -6.051, -0.175)  0.67
N (-2.585, -3.115, 6.027)  -0.09
C (-3.227, -2.292, 5.125)  -0.64
C (-2.045, -1.825, 4.202)  0.13
C (-0.936, -2.711, 4.726)  -0.06
C (-1.292, -3.637, 5.851)  -0.59
H (-3.179, -3.274, 6.937)  0.28
H (-4.378, -1.775, 5.106)  0.27
H (-2.088, -1.094, 3.242)  0.04
H (0.099, -2.643, 4.503)  0.25
H (-0.559, -4.101, 6.482)  0.39
N (-3.783, 3.233, 3.385)  0.06
C (-4.895, 4.016, 3.069)  -0.50
C (-5.573, 3.068, 1.936)  -0.99
C (-4.854, 1.797, 1.801)  -0.58
C (-3.694, 1.925, 2.759)  -0.84
H (-3.148, 3.533, 4.016)  0.51
H (-5.189, 4.933, 3.390)  0.47
H (-6.432, 3.498, 1.635)  0.61
H (-5.151, 0.909, 1.231)  0.50
H (-2.889, 1.388, 3.111)  0.89
C (-2.410, -4.707, -1.259)  -0.20
N (-2.559, -4.222, 0.142)  0.70
O (-1.748, -3.434, 0.631)  -0.26
O (-3.564, -4.545, 0.726)  -0.52
H (-3.032, -3.959, -1.931)  0.15
H (-2.773, -5.756, -1.533)  0.30
H (-1.327, -4.896, -1.304)  -0.16
C (6.061, -1.099, -4.955)  -0.96
N (6.280, -0.816, -3.527)  0.89
O (7.275, -0.300, -3.093)  -0.51
O (5.233, -1.084, -2.906)  -0.49
H (6.465, -2.136, -5.021)  0.33
H (6.313, -0.245, -5.566)  0.35
H (5.146, -1.366, -5.236)  0.38
C (4.018, -3.858, 3.720)  -0.82
N (2.591, -4.162, 3.839)  0.72
O (1.920, -3.544, 3.050)  -0.37
O (2.155, -4.725, 4.875)  -0.49
H (4.224, -4.459, 2.854)  0.33
H (4.480, -4.408, 4.749)  0.31
H (3.911, -2.730, 3.869)  0.30
C (-4.219, -0.306, -2.490)  -0.95
N (-2.982, -0.866, -1.811)  0.90
O (-2.789, -0.409, -0.721)  -0.36
O (-2.269, -1.553, -2.457)  -0.58
H (-4.847, -1.298, -2.656)  0.28
H (-3.737, -0.035, -3.516)  0.34
H (-4.580, 0.477, -1.977)  0.34
C (-3.149, 4.434, 0.213)  -0.59
N (-2.915, 4.456, -1.266)  0.81
O (-2.982, 3.394, -1.757)  -0.43
O (-2.878, 5.675, -1.804)  -0.56
H (-2.645, 3.614, 0.730)  -0.14
H (-4.149, 4.592, 0.475)  0.57
H (-2.605, 5.229, 0.686)  0.36

Summary:
- LUMO energy: -5.7 eV
- Kohn-Sham gap: 0.1403 Eh
- Total energy: -75069.0461 eV
- Relative energy (zero: lowest compared OMol25 entry of this formula, charge and spin): 99.5 kcal per mole
- Spin multiplicity: 1
- Charge: +1

---

# 2
Density functional theory data (wB97M-V/def2-TZVPD) for a structure of composition C34H59BrCl2IN9O7P at a distorted geometry.

Last column: Mulliken charge in e.
Positions of all 114 atoms, in Å:
C (-4.506, -3.398, 3.479)  -0.92
C (-3.767, -2.587, 4.497)  0.98
N (-4.416, -1.981, 5.394)  -0.84
C (-2.226, -2.530, 4.446)  -1.69
C (-1.638, -3.231, 3.252)  0.39
C (-1.278, -4.569, 3.222)  0.31
C (-1.468, -5.425, 4.458)  -0.70
Cl (-2.480, -6.825, 4.096)  -0.04
C (-0.155, -5.703, 5.261)  0.38
C (1.025, -4.851, 4.835)  -1.23
Cl (0.354, -7.409, 5.243)  -0.13
C (-0.735, -5.045, 1.998)  0.77
Br (-0.114, -6.785, 1.761)  -0.01
N (-0.588, -4.309, 0.924)  -1.24
N (-0.951, -3.041, 0.993)  0.65
P (-0.671, -1.994, -0.538)  0.07
O (0.256, -3.092, -1.252)  -0.11
I (-2.806, -2.320, -1.664)  -0.04
C (-1.452, -2.458, 2.080)  0.02
C (-1.743, -1.013, 1.994)  -0.44
C (-2.967, -0.539, 1.538)  0.14
C (-3.150, 0.825, 1.418)  -1.40
C (-2.142, 1.709, 1.746)  -0.42
C (-0.935, 1.237, 2.249)  -0.91
C (-0.734, -0.126, 2.371)  -0.15
H (-4.329, -3.035, 2.465)  0.16
H (-4.203, -4.447, 3.503)  0.18
H (-5.571, -3.332, 3.675)  0.42
H (-3.805, -1.462, 6.027)  0.25
H (-1.957, -1.479, 4.395)  0.61
H (-1.879, -2.964, 5.379)  0.88
H (-2.074, -4.835, 5.134)  0.20
H (-0.365, -5.502, 6.308)  0.42
H (1.435, -5.165, 3.877)  0.32
H (1.817, -4.962, 5.572)  0.45
H (0.772, -3.790, 4.797)  0.20
H (-0.116, -3.406, -2.088)  0.24
H (-3.760, -1.222, 1.268)  0.56
H (-4.078, 1.221, 1.029)  0.52
H (-2.282, 2.764, 1.575)  0.82
H (-0.132, 1.911, 2.503)  0.59
H (0.212, -0.505, 2.737)  0.61
C (-2.312, 5.796, 2.323)  0.06
O (-2.686, 4.759, 1.795)  -0.63
N (-1.196, 6.459, 2.004)  0.18
C (-0.891, 7.748, 2.590)  -0.80
C (-0.243, 5.887, 1.048)  -0.69
H (-2.914, 6.302, 3.096)  0.25
H (-0.803, 8.508, 1.813)  0.32
H (0.051, 7.705, 3.140)  0.22
H (-1.685, 8.039, 3.277)  0.30
H (-0.736, 5.701, 0.094)  0.28
H (0.139, 4.940, 1.416)  0.11
H (0.581, 6.578, 0.907)  0.40
C (1.328, 2.433, -0.569)  -0.15
O (0.714, 2.949, 0.355)  -0.49
N (0.879, 1.418, -1.322)  0.39
C (1.640, 0.850, -2.422)  -0.91
C (-0.422, 0.851, -1.024)  0.33
H (2.338, 2.766, -0.855)  0.28
H (1.090, 0.925, -3.358)  0.50
H (1.838, -0.208, -2.227)  0.20
H (2.588, 1.374, -2.527)  0.31
H (-1.195, 1.618, -1.107)  0.31
H (-0.433, 0.471, -0.003)  -0.55
H (-0.644, 0.039, -1.715)  -0.09
C (-2.495, 0.172, -4.257)  0.33
O (-2.441, -1.019, -3.998)  -0.55
N (-3.432, 1.017, -3.795)  0.20
C (-3.430, 2.428, -4.133)  -0.98
C (-4.474, 0.493, -2.929)  -0.71
H (-1.749, 0.665, -4.903)  0.15
H (-3.344, 3.038, -3.232)  0.35
H (-4.351, 2.698, -4.652)  0.37
H (-2.586, 2.645, -4.783)  0.31
H (-4.037, 0.054, -2.031)  -0.13
H (-5.040, -0.285, -3.441)  0.31
H (-5.143, 1.301, -2.647)  0.41
C (3.959, 7.032, 0.860)  0.08
O (2.789, 6.899, 0.552)  -0.57
N (4.393, 7.226, 2.118)  0.12
C (5.798, 7.381, 2.438)  -0.93
C (3.408, 7.283, 3.184)  -0.81
H (4.774, 7.004, 0.117)  0.26
H (6.124, 6.598, 3.126)  0.33
H (5.982, 8.352, 2.902)  0.34
H (6.389, 7.313, 1.527)  0.29
H (2.841, 6.352, 3.228)  0.23
H (2.704, 8.097, 3.007)  0.25
H (3.915, 7.445, 4.131)  0.39
C (3.732, -5.336, -3.662)  0.18
O (4.418, -5.975, -4.429)  -0.59
N (3.922, -5.281, -2.327)  0.17
C (3.066, -4.498, -1.463)  -0.76
C (5.024, -6.038, -1.755)  -0.98
H (2.873, -4.728, -4.000)  0.21
H (3.648, -3.737, -0.937)  0.35
H (2.575, -5.138, -0.726)  0.38
H (2.308, -4.003, -2.060)  0.06
H (5.972, -5.710, -2.180)  0.30
H (4.910, -7.100, -1.973)  0.31
H (5.039, -5.888, -0.678)  0.38
C (1.810, -0.119, -6.305)  0.03
O (1.266, 0.393, -5.338)  -0.60
N (1.288, -1.134, -7.005)  0.17
C (1.963, -1.711, -8.152)  -0.92
C (-0.003, -1.667, -6.594)  -0.80
H (2.788, 0.220, -6.680)  0.29
H (1.347, -1.612, -9.047)  0.34
H (2.166, -2.770, -7.983)  0.33
H (2.907, -1.197, -8.319)  0.29
H (-0.759, -0.884, -6.628)  0.20
H (0.045, -2.041, -5.572)  0.22
H (-0.283, -2.473, -7.267)  0.38

Summary:
- LUMO energy: -4.1 eV
- Kohn-Sham gap: 0.2393 Eh
- Total energy: -176429.3253 eV
- Spin multiplicity: 1
- Charge: +1